(1)
Computed, not measured: an isolated molecule of C2HClO2S, with ωB97M-V with the def2-TZVPD basis set.

Last column: Löwdin charge in e.
Element x y z (Å)
1 C 1.209070 0.460196 0.333583  -0.29
2 C 0.174503 -0.493361 -0.107273  -0.54
3 O 1.865304 1.116391 -0.430501  0.10
4 O -0.108630 -1.621715 -0.356212  0.01
5 S -1.428896 0.725733 -0.316354  0.39
6 Cl -2.690036 -0.784920 -0.591473  0.16
7 H 0.978686 0.597674 1.468229  0.16

Forces on atoms 1 to 2 (eV/Å):
-0.158 0.477 1.141
-3.632 -1.109 -1.893

Output
* SMILES: O=CC(=O)SCl
* orbital gap: 8.85 eV
* net charge: 0
* LUMO: -0.785 eV


(2)
Computed, not measured: H8O4Tl as an isolated structure, with ωB97M-V with the def2-TZVPD basis set.

Last column: Löwdin charge in e.
Element x y z (Å)
1 Tl 1.760366 1.018461 -0.642104  1.60
2 O 1.759380 -1.800966 0.358871  0.15
3 H 1.623574 -2.397565 -0.377229  0.11
4 H 1.625869 -2.344032 1.135717  0.13
5 O -0.463589 -0.892728 -1.114831  0.11
6 H -1.308684 -0.999428 -0.678196  0.12
7 H -0.526332 -1.441624 -1.896509  0.13
8 O -0.938459 2.252307 -0.893970  0.09
9 H -1.126672 3.071676 -0.436317  0.12
10 H -1.677421 2.135739 -1.491106  0.12
11 O -0.012301 0.516778 1.700586  0.09
12 H -0.813579 0.992137 1.920150  0.12
13 H 0.097848 -0.110755 2.414938  0.12

Forces on atoms 1 to 2 (eV/Å):
-0.881 -0.019 0.336
0.612 1.390 -0.688

Output
* orbital gap: 4.20 eV
* net charge: +3
* LUMO: -21.209 eV


(3)
Computed, not measured: C37H40LaNP3 as an isolated structure, with ωB97M-V with the def2-TZVPD basis set.

Last column: Löwdin charge in e.
Element x y z (Å)
1 C -1.228581 -4.924520 -1.148691  -0.05
2 C -1.602587 -3.700530 -1.690607  -0.23
3 C -2.805976 -3.067619 -1.235561  -0.19
4 C -3.319263 -3.445103 0.051252  -0.15
5 C -2.937213 -4.718042 0.569762  -0.02
6 C -1.941333 -5.464576 -0.056759  -0.06
7 C -4.106165 -2.506016 0.719982  0.06
8 C -4.644120 -1.418247 0.022501  -0.15
9 C -4.092046 -1.141870 -1.274234  -0.18
10 C -4.229183 0.189733 -1.791806  -0.23
11 C -5.176585 1.040105 -1.255737  -0.05
12 C -5.928412 0.652266 -0.124116  -0.06
13 C -5.640407 -0.543082 0.529255  -0.02
14 H -0.328431 -5.402928 -1.522814  0.12
15 H -3.431801 -5.048514 1.489433  0.12
16 H -1.632400 -6.432415 0.354757  0.11
17 H -4.508769 -2.760953 1.703673  0.13
18 H -5.285603 2.032195 -1.692806  0.12
19 H -6.684897 1.330723 0.281565  0.11
20 H -6.172508 -0.850120 1.433602  0.12
21 N -3.312506 -2.030028 -1.924348  0.18
22 La -0.653491 1.098245 1.032991  1.31
23 C -0.673340 -2.892572 -2.561805  -0.29
24 H -1.272438 -2.359961 -3.313089  0.08
25 H 0.098453 -3.526852 -3.008621  0.09
26 C -3.172685 0.671213 -2.756819  -0.28
27 H -2.851653 -0.172346 -3.384377  0.08
28 H -3.537487 1.514210 -3.354262  0.10
29 P 0.152100 -1.536070 -1.536249  0.84
30 P -1.658304 1.275723 -1.825449  0.73
31 C -2.324695 2.932615 -1.334102  -0.32
32 H -1.595968 3.475540 -0.691200  0.02
33 H -2.484260 3.515259 -2.254764  0.05
34 H -3.279139 2.837203 -0.796939  0.02
35 C -0.629975 1.792771 -3.243185  -0.27
36 H -1.053926 2.705301 -3.679682  0.05
37 H 0.390515 2.010044 -2.903344  0.01
38 H -0.599047 1.000628 -3.999868  0.04
39 C 1.220518 -2.633935 -0.500675  -0.30
40 H 1.865577 -3.253746 -1.140550  0.05
41 H 1.844971 -2.021275 0.169246  -0.01
42 H 0.569914 -3.274391 0.112259  0.04
43 C 1.443804 -1.004511 -2.738814  -0.28
44 H 1.963418 -0.120437 -2.342730  0.01
45 H 2.170399 -1.814614 -2.880528  0.05
46 H 0.978592 -0.750188 -3.698582  0.04
47 H 0.529399 -0.448037 0.986155  -0.19
48 H -2.316172 1.734966 1.446504  -0.21
49 C 5.445422 -0.638952 4.278266  -0.06
50 C 4.284852 -1.424839 4.197739  -0.07
51 C 3.297358 -1.136560 3.253384  -0.09
52 C 3.455911 -0.056530 2.366922  -0.35
53 C 4.614455 0.738389 2.462101  -0.09
54 C 5.604486 0.436630 3.403015  -0.07
55 P 2.051823 0.447591 1.342790  0.92
56 C 1.354097 1.768996 2.396168  -0.52
57 C 0.461333 1.305575 3.407191  -0.25
58 C -0.586049 2.144098 3.821347  -0.14
59 C -0.630988 3.478015 3.371394  -0.11
60 C 0.384468 3.987855 2.565607  -0.07
61 C 1.365186 3.135035 2.051991  -0.13
62 C 2.805570 1.241391 -0.132594  -0.35
63 C 2.193844 2.316912 -0.808738  -0.14
64 C 2.775242 2.845232 -1.956596  -0.09
65 C 3.965686 2.318541 -2.467256  -0.06
66 C 4.578308 1.251685 -1.803446  -0.06
67 C 4.009345 0.719647 -0.643304  -0.10
68 H 6.210420 -0.863631 5.019115  0.11
69 H 4.152012 -2.261044 4.880435  0.11
70 H 2.381527 -1.736824 3.200717  0.11
71 H 4.750400 1.601698 1.801491  0.11
72 H 6.506726 1.052986 3.450327  0.11
73 H 0.536321 0.271982 3.786594  0.11
74 H -1.333382 1.766008 4.515955  0.12
75 H -1.447466 4.131292 3.696570  0.12
76 H 0.441519 5.047447 2.349717  0.12
77 H 2.177229 3.534438 1.443827  0.12
78 H 1.302681 2.815594 -0.403048  0.08
79 H 2.311701 3.705186 -2.443315  0.12
80 H 4.417010 2.747715 -3.359625  0.11
81 H 5.521401 0.846758 -2.175313  0.12
82 H 4.525259 -0.083558 -0.109253  0.11

Forces on atoms 1 to 2 (eV/Å):
-0.246 1.482 -0.479
0.533 -0.959 -0.092

Output
* orbital gap (spin up / spin down): 5.50 / 5.51 eV
* net charge: +1
* LUMO (spin up / spin down): -3.077 / -3.075 eV


(4)
Computed, not measured: C2H6CsO as an isolated structure, with ωB97M-V with the def2-TZVPD basis set.

Last column: Löwdin charge in e.
Element x y z (Å)
1 Cs 15.308100 -10.646350 -11.489070  1.08
2 C 16.148780 -7.084770 -8.763680  -0.12
3 C 16.792500 -6.793350 -10.005300  -0.28
4 O 16.354790 -7.811720 -10.998120  -0.22
5 H 16.269910 -8.077290 -8.329710  0.08
6 H 15.095630 -6.972840 -9.021470  0.09
7 H 16.408290 -6.359020 -7.992940  0.10
8 H 17.858440 -6.803250 -9.777730  0.13
9 H 16.463260 -5.807900 -10.334840  0.13
10 H 17.055730 -8.435240 -11.201840  0.01

Forces on atoms 1 to 2 (eV/Å):
-0.239 0.007 0.001
-2.489 -0.180 2.034

Output
* orbital gap: 10.69 eV
* net charge: +1
* LUMO: -3.890 eV


The calculation returns the following E values, one per record and in order: -1085.6071; -476.6963; -2543.9119; -174.9521 a.u..
The calculation returns the following ΔE to the lowest compared entry with this formula, charge and spin values, one per record and in order: 19.61; 64.27; 0.00; 17.20 kcal/mol.